1.
A molecular structure, C6H12BaOP in a non-equilibrium geometry, computed with wB97M-V/def2-TZVPD.

```
! RIJCOSX wB97M-V def2-TZVPD def2/J DEFGRID3
* xyz -1 1
C -2.85861 0.70623 0.63364
H -1.46995 -2.32243 1.14766
O 1.36993 2.04929 -0.40440
C -2.22058 -0.22261 1.51071
H 3.03462 1.76353 -1.65545
H 3.20265 -2.35973 -0.83614
H 2.96653 -2.71356 1.22687
H 1.82413 -3.71232 -0.16550
C -1.92133 -1.40866 0.73902
H 0.64846 2.63988 -0.75435
C -2.97699 0.11986 -0.65225
C 2.68084 2.46942 -0.89654
H -3.42146 0.58804 -1.52786
H -2.03761 -0.11728 2.58907
H 2.62369 3.48640 -1.30760
H -3.17743 1.70964 0.93769
Ba 0.99639 0.32264 1.33740
P 2.12329 -2.33474 0.10871
H -2.34913 -1.90994 -1.40031
H 3.37724 2.42862 -0.04300
C -2.41467 -1.18229 -0.58738
*
```

Energy relative to the best compared isomer or geometry (same formula, charge and spin)   0.0 kcal/mol
Energy   -677.7593 Ha
Lowest unoccupied orbital energy   2.438 eV

=====

2.
A molecular structure, C6H12Br2F6NO9S2V in a non-equilibrium geometry, computed with wB97M-V/def2-TZVPD.

```
! RIJCOSX wB97M-V def2-TZVPD def2/J DEFGRID3
* xyz -1 2
V 1.44663 0.11208 1.99814
O -2.72742 0.26546 -0.79298
H -1.98464 -1.09084 0.53663
O 2.83175 -3.33718 -3.16154
F -0.17562 -2.39881 -3.12872
O 2.87146 2.95781 4.82042
F 1.87624 -0.38025 6.35037
F 3.77493 0.08529 5.42932
C -1.60859 1.15004 -2.81799
Br -0.58215 -1.28322 3.42693
C 0.19045 -3.27940 -2.24534
H -0.71201 0.33369 -1.09356
H -2.99841 2.27075 -4.05002
N -2.85122 2.07394 -3.07038
H -3.64238 -0.59757 0.73802
F 3.20784 1.15395 7.22290
S 1.76638 -4.32876 -2.87991
H -1.86094 0.22734 -3.34052
C 2.74623 0.58350 6.12920
H -2.29374 0.50075 1.21707
O 0.81836 -0.37001 0.59250
H 0.48772 1.34016 -3.65404
H -0.15509 2.80147 -2.84332
H -2.71171 2.90912 -2.51982
C -0.41168 1.90353 -3.40542
H -0.71991 2.21942 -4.40207
O 2.08797 -5.21934 -1.75495
Br 2.94763 2.05293 0.78685
C -2.64819 -0.22748 0.48759
F -0.76854 -4.13455 -1.87740
H -3.62376 1.50792 -2.74962
S 1.86148 1.97591 5.09336
O 0.79713 2.46380 5.91981
O 1.21439 -4.96265 -4.07285
O 2.67871 -0.87614 2.44975
O 1.39428 1.30940 3.86735
C -1.59132 0.95761 -1.25372
H -1.47492 1.94351 -0.80365
F 0.54248 -2.61333 -1.14839
*
```

Energy   -8455.3638 Ha
Lowest unoccupied orbital energy (alpha / beta)   0.142 / -2.435 eV

=====

3.
2 unconnected molecules or ions with the total composition C6H12Br2Si in a non-equilibrium geometry, computed with wB97M-V/def2-TZVPD.

```
! RIJCOSX wB97M-V def2-TZVPD def2/J DEFGRID3
* xyz 0 3
H -0.49071 -1.23616 1.39415
H -1.16343 -1.41804 -0.37730
H -2.18843 0.59262 -0.37136
H 2.79816 -0.74446 -2.59625
H -3.36411 -1.15531 0.49022
Br -2.92114 -1.70484 2.86897
C -1.58175 0.60069 0.51679
H -2.38794 -2.72935 0.70680
C -1.26044 -0.94001 0.64487
H -2.17959 0.81391 1.38141
C 1.57227 0.66315 0.14367
C 3.11867 -0.10377 -1.77045
Si -0.02521 1.67847 0.43699
H 0.88861 0.33444 -1.75410
C 1.79266 0.38575 -1.17235
C -2.49316 -1.67453 0.96568
H 3.90933 -0.58981 -1.13293
H -0.09542 2.80091 -1.11557
H 2.27665 0.51010 0.99868
Br 0.11891 3.14862 2.03482
H 3.67609 0.76762 -2.29274
*
```

Energy   -5673.1604 Ha
Lowest unoccupied orbital energy (alpha / beta)   0.743 / -2.356 eV

=====

4.
C6H12BrCl2NO in the gas phase in a non-equilibrium geometry, computed with wB97M-V/def2-TZVPD.

```
! RIJCOSX wB97M-V def2-TZVPD def2/J DEFGRID3
* xyz 0 1
H -0.13817 0.47521 -2.58042
C 0.79452 2.20848 1.35402
H 1.44031 -0.19020 -2.92313
H 0.87967 -0.89388 1.76325
C -0.18646 -0.92452 1.82079
H -0.84918 -1.72974 0.09526
H 1.56467 1.47508 1.60551
H -1.31342 1.69925 1.11135
N -0.29825 0.40619 -0.11702
Cl 0.07082 2.81994 2.75771
H -0.60436 2.36150 -0.37380
C 0.65510 -0.27254 -2.27425
H -0.50055 -0.14349 2.42375
Cl -0.57337 -2.49949 2.58318
C -0.40301 1.76367 0.48374
C 0.09647 -1.70827 -2.38739
C -0.94891 -0.74350 0.60108
Br 0.95366 -2.99313 -1.08534
H 1.33950 3.06346 0.83570
H -1.97540 -0.58058 0.72042
H -1.08338 -1.61819 -2.18133
H 0.14684 -2.06417 -3.37895
O 0.93291 0.08892 -0.85411
*
```

Energy relative to the best compared isomer or geometry (same formula, charge and spin)   41.5 kcal/mol
Energy   -3860.0727 Ha
Lowest unoccupied orbital energy   0.677 eV

=====

5.
A molecular structure, C6H12BrI2MgO4, computed with wB97M-V/def2-TZVPD.

```
! RIJCOSX wB97M-V def2-TZVPD def2/J DEFGRID3
* xyz -1 1
I -1.89665 0.41001 -1.58990
C -1.87705 1.52873 3.20628
H 3.84347 -1.15833 -3.67098
H 3.70848 -1.11191 -1.87122
O -0.58673 1.77422 1.24925
C 1.29322 -2.20615 -2.09320
H -1.34506 -2.86860 -1.56896
O 1.05244 -1.31791 -1.31686
C 3.17960 -1.07498 -2.81725
C -0.48831 -3.46824 -1.26733
H -0.15678 -3.17203 -0.27616
Br 0.30246 -1.38361 1.84200
O 0.57952 -3.30958 -2.22640
H -1.64612 0.46824 3.12379
C -1.72699 3.73425 1.84684
Mg 0.26988 0.16330 -0.04348
H -2.48034 4.07683 2.55646
H -0.82324 4.32528 2.03160
H 2.59265 -0.16433 -2.88313
O 2.32089 -2.22641 -2.91646
I 2.44525 1.72299 -0.28757
H -2.95862 1.66273 3.30403
C -1.34245 2.28635 2.02790
H -0.75666 -4.52017 -1.31758
H -1.44110 1.92041 4.13094
H -2.06175 3.90893 0.82739
*
```

Energy relative to the best compared isomer or geometry (same formula, charge and spin)   0.0 kcal/mol
Energy   -3906.6042 Ha
Lowest unoccupied orbital energy   2.829 eV

=====

6.
A gas-phase ion, C6H12BrN2 (charge +1) in a non-equilibrium geometry, computed with wB97M-V/def2-TZVPD.

```
! RIJCOSX wB97M-V def2-TZVPD def2/J DEFGRID3
* xyz 1 1
C 0.91777 1.42597 -2.65158
H 0.62264 -1.21086 0.61484
H 0.06898 -1.48558 2.87935
N 0.32000 0.45910 -2.06616
H -1.72197 -1.04073 2.33704
C -1.26576 -1.15179 -0.30348
H -1.54421 0.96254 -1.27114
N -0.30493 -0.84248 0.78209
Br -3.04922 -0.82641 0.02877
H -0.49175 1.28734 1.22147
H -1.02787 -1.99701 -0.80877
C -0.57938 0.38719 -0.96045
C 1.50402 0.87282 0.45306
H -0.76897 -2.53259 1.83956
H 2.05775 -0.04955 0.26778
C 0.07527 0.61779 0.45183
H 1.60541 1.32379 -3.47972
H 0.60530 2.35954 -2.42389
H 1.85559 1.49426 -0.29083
C -0.77847 -1.44646 2.03015
H 1.89978 1.39311 1.35007
*
```

Energy relative to the best compared isomer or geometry (same formula, charge and spin)   19.8 kcal/mol
Energy   -2918.9516 Ha
Lowest unoccupied orbital energy   -2.780 eV